[1]
A structure of composition C50H89BrOPReSeSi3. Source: the Open Molecules 2025 dataset; level of theory: ωB97M-V/def2-TZVPD.

## Properties
* energy relative to the best compared isomer or geometry (same formula, charge and spin): 0.000 eV
* net charge: +2
* 2S+1: 1
* molar mass: 1166.6 g/mol
* calculated total energy: -225773.97560 eV
* highest occupied orbital energy: -13.1 eV

XYZ file:
```
147
Properties=species:S:1:pos:R:3:forces:R:3
C -2.906 0.611 -4.453 -0.03 0.02 -0.01
Si 2.902 1.886 -0.126 -0.05 0.02 -0.01
C 0.246 1.371 -6.155 -0.06 0.04 0.02
C -3.350 2.001 5.423 0.02 -0.01 -0.01
O 0.648 -0.289 2.552 -0.15 -0.01 0.14
H -2.254 -4.800 -3.297 0.02 0.01 0.00
H -1.512 -0.480 6.448 0.01 0.00 0.02
H 2.343 -1.491 -3.245 -0.02 0.02 0.04
Re 0.287 -0.145 0.616 0.82 -0.07 0.32
C 2.386 2.976 1.330 -0.04 -0.05 0.04
C -3.243 0.791 4.501 0.02 0.03 0.02
H -0.792 -3.438 -5.205 -0.02 0.04 0.01
H 5.086 2.980 0.062 -0.01 0.02 -0.03
H -2.978 1.092 -0.612 0.00 -0.01 0.01
H 3.148 0.065 -3.026 0.02 0.00 -0.01
C 3.183 -0.993 -2.762 0.01 0.02 0.03
H -4.020 1.786 6.256 0.01 -0.01 0.01
C 0.172 -2.948 -5.096 0.01 0.01 0.04
H 4.552 -0.865 3.731 0.00 0.02 0.00
H 2.342 0.820 -5.730 -0.03 0.00 0.01
H -4.689 -4.452 -3.086 0.00 -0.01 0.00
H -1.554 1.617 6.556 -0.01 0.02 0.01
H 1.511 2.604 1.866 -0.02 0.02 -0.01
H -2.745 0.989 -7.212 -0.01 0.00 0.00
H -0.082 3.481 -6.059 0.00 0.01 -0.01
H -4.112 5.192 -0.097 0.00 0.00 -0.01
C -0.628 2.576 -5.783 0.00 0.00 -0.01
C -2.279 -2.729 -0.633 0.01 0.24 0.06
C 2.194 2.618 -1.688 -0.08 0.01 0.01
H 1.283 1.547 6.617 0.00 -0.03 0.00
C -2.994 -0.024 -6.892 0.02 0.04 -0.03
Si -0.546 -0.289 -5.810 -0.10 0.03 0.06
C -1.475 2.405 0.185 -0.03 -0.23 -0.31
H 5.003 -1.271 0.781 -0.01 -0.02 0.00
H -2.441 -2.098 -4.153 0.00 0.01 0.02
H 1.159 0.602 -8.024 0.01 0.00 0.00
H 2.616 2.139 -2.570 0.00 -0.02 -0.06
H -1.232 -2.522 -7.502 0.01 -0.01 0.00
H 4.449 -1.358 6.178 -0.02 -0.01 0.00
H -0.055 3.027 5.140 0.00 -0.01 -0.01
H 1.107 2.510 -1.727 0.00 0.01 -0.03
H 4.110 -1.409 -3.163 0.00 -0.01 -0.01
H 2.356 -2.615 -6.630 0.01 0.00 0.00
H 5.225 1.300 0.573 0.01 0.03 0.03
H -0.821 -1.986 8.279 -0.01 0.00 0.00
H 2.240 -3.129 0.518 0.01 -0.01 0.00
H -1.633 -4.177 4.665 0.00 0.00 0.00
H -2.654 -2.541 -5.859 0.01 0.00 0.02
H 3.202 3.072 2.048 0.00 -0.01 0.02
H -4.083 -0.079 -6.807 0.00 0.00 0.00
C -2.868 -1.784 -5.104 -0.02 0.02 -0.04
C -2.393 -0.385 -5.510 0.00 -0.04 0.07
H 0.247 -2.565 -4.075 0.02 0.00 0.00
C -2.747 2.109 -0.320 -0.05 0.02 0.00
H 2.396 -1.384 -5.372 0.01 0.01 -0.02
H 0.328 -3.280 -7.783 0.01 0.00 -0.01
C -3.691 3.116 -0.424 0.03 0.00 0.00
H -3.791 2.839 4.872 -0.02 0.00 0.01
H 2.873 2.084 6.153 -0.01 0.01 0.02
C -1.973 2.412 5.934 0.00 -0.01 -0.02
H 2.102 -0.830 6.646 0.04 0.00 0.01
H 1.328 -3.002 -0.989 0.02 0.03 0.01
H 0.053 -1.633 -8.340 0.01 0.01 0.00
C -0.158 -2.334 -7.529 -0.02 -0.02 0.00
C 3.126 0.752 3.783 -0.04 -0.06 0.05
C -4.514 -3.151 -1.392 -0.04 0.02 -0.02
C -1.765 -3.534 -1.642 -0.02 -0.05 0.07
H 5.299 -2.395 -0.541 0.00 0.00 -0.01
C 2.281 0.099 0.099 -0.04 0.09 -0.22
H -2.047 3.294 6.571 0.00 0.01 -0.01
H 3.108 0.186 7.641 0.00 0.02 0.00
C 0.503 1.401 -7.680 0.00 0.01 -0.01
C 2.326 -2.927 -0.554 -0.05 0.00 -0.02
H -2.232 0.189 2.675 0.01 0.01 0.01
H -3.967 0.399 -4.292 -0.01 0.01 -0.01
H -4.678 2.895 -0.808 0.00 0.00 0.00
C 3.675 -0.569 4.309 -0.01 0.01 0.02
C -1.399 -3.219 6.594 0.00 0.02 -0.01
H -2.433 -2.859 6.609 -0.01 -0.01 0.01
H 0.965 -1.610 5.077 0.00 0.05 0.04
H -5.581 -3.011 -1.286 0.00 0.00 0.00
P 0.347 0.306 3.994 0.04 0.06 0.05
H -4.035 -1.916 0.300 0.00 -0.02 0.03
H -0.825 2.625 -4.711 0.01 -0.01 0.01
C -0.028 -1.140 5.028 0.10 -0.14 -0.06
C -4.011 -3.958 -2.402 0.00 -0.02 0.03
H -0.423 1.360 -8.258 0.00 0.01 0.00
H 2.159 3.982 0.971 0.02 0.01 -0.01
H 5.184 1.704 -1.145 -0.01 -0.05 0.00
C 2.164 1.257 6.041 -0.10 0.06 0.03
H 0.525 -2.571 7.318 0.00 0.00 0.01
H -2.827 1.646 -4.772 0.02 -0.01 0.00
H 1.419 1.334 -4.310 0.01 0.01 0.07
C 1.926 -1.662 -6.314 -0.04 -0.03 -0.05
H -2.400 0.498 -3.494 0.01 -0.02 0.00
C -0.939 -2.168 4.340 -0.01 0.03 -0.02
C -2.103 4.705 0.464 0.02 0.00 -0.01
H 5.567 -0.674 -0.779 0.00 0.02 0.01
H -3.954 -1.750 -4.981 -0.01 -0.01 -0.01
C 1.858 1.200 4.529 0.06 -0.03 -0.06
H -1.437 3.578 4.226 0.01 0.01 0.01
H 0.993 2.349 -7.921 0.00 0.00 -0.01
C -0.495 -0.874 6.467 -0.03 0.00 -0.01
C -0.562 1.314 0.346 -0.34 0.79 0.42
H 3.874 1.532 3.958 0.00 0.01 -0.02
H -2.699 -0.718 -7.682 -0.01 -0.02 0.00
C -1.035 2.718 4.772 0.03 0.02 0.02
C -0.498 -2.183 7.256 0.00 0.00 -0.01
H -0.698 -3.698 -1.717 0.00 -0.01 -0.01
C -0.922 1.586 3.733 -0.03 -0.04 0.02
H -2.885 -0.065 5.075 -0.04 -0.02 -0.03
H 2.607 -0.242 1.102 0.06 -0.02 0.04
C -0.968 -3.463 5.152 0.00 0.00 0.01
H 2.436 3.682 -1.745 0.01 0.00 0.02
C -3.370 4.408 -0.025 -0.02 0.01 -0.01
H -2.766 1.856 2.712 0.01 0.00 -0.03
H -0.156 3.935 0.936 0.02 -0.02 0.00
H -0.572 -2.378 3.339 0.00 -0.01 -0.01
C 2.817 -0.005 6.607 0.01 -0.01 -0.04
C -2.313 1.067 3.322 0.02 -0.01 -0.02
H 1.622 2.223 4.214 0.06 -0.02 -0.09
H -4.226 0.512 4.116 0.00 0.00 0.00
Se -1.158 -2.056 0.764 -0.42 -0.67 0.12
H -1.577 2.598 -6.318 0.00 -0.01 0.01
C 4.770 1.960 -0.168 0.00 -0.04 -0.05
H 4.813 0.332 5.883 0.02 -0.03 0.01
C -1.146 3.709 0.564 -0.01 0.03 0.01
C 0.410 -1.861 -6.167 0.07 0.00 0.07
H 2.955 0.727 2.712 -0.02 -0.03 -0.03
C 4.913 -1.402 -0.300 -0.03 0.02 0.05
C 1.568 1.498 -5.378 0.08 -0.01 -0.02
H 2.940 -3.721 -0.985 0.01 -0.01 0.01
H 0.034 -3.907 5.143 0.00 -0.01 0.00
Si 3.145 -1.282 -0.911 0.07 -0.01 -0.05
H 0.943 -3.713 -5.214 -0.01 -0.02 -0.03
C -2.641 -4.149 -2.523 0.03 -0.05 -0.01
C 4.033 -0.430 5.786 -0.01 0.03 0.00
H 0.125 -0.136 6.974 -0.02 0.02 -0.02
H -1.861 5.716 0.761 0.00 0.00 0.00
C -3.648 -2.537 -0.497 0.02 0.07 -0.13
H 2.192 -0.926 -7.071 0.00 0.00 0.00
H -1.382 -4.152 7.158 0.00 0.00 0.00
H 1.939 2.518 -5.503 0.02 0.00 -0.01
Br -0.143 -0.364 -1.932 0.15 -0.10 -0.48
H -1.953 -1.772 4.239 0.01 0.00 -0.01
H -0.461 2.032 2.839 -0.03 0.02 0.01
H 2.933 -1.365 4.174 0.04 -0.02 -0.03
```
Positions in Å, forces in eV/Å.



[2]
A cluster of 10 separate species, C50H89ClN11O5S2 in total. Source: the Open Molecules 2025 dataset; level of theory: ωB97M-V/def2-TZVPD.

## Properties
* net charge: +1
* 2S+1: 1
* molar mass: 1023.9 g/mol
* calculated total energy: -114089.31424 eV
* highest occupied orbital energy: -11.9 eV

XYZ file:
```
158
Properties=species:S:1:pos:R:3:forces:R:3
H 2.534 -5.704 -3.030 0.08 0.29 0.08
C 0.095 1.797 -1.666 0.12 0.41 0.18
H 4.954 -10.968 2.300 -0.10 0.03 0.10
H 7.186 -5.748 7.275 -0.03 0.03 -0.12
C -4.972 -7.062 -0.020 0.03 -0.14 0.03
H 9.593 5.359 -2.353 -0.06 0.04 0.14
C -4.013 5.690 -2.505 0.95 0.24 4.37
O -5.291 6.348 -2.094 2.05 -1.45 -0.36
C 7.538 3.691 -1.833 1.36 -6.35 -5.40
H 3.654 1.149 -3.378 0.07 0.02 -0.05
H -3.998 4.662 -1.899 0.16 1.93 -1.88
C -2.963 5.268 -6.791 -7.40 2.26 -1.99
H -10.591 8.500 4.397 0.15 -0.07 0.05
H -5.287 -1.757 3.424 0.05 -0.13 0.12
C 7.813 6.123 -1.351 0.27 0.29 -0.19
N -4.079 5.444 -7.468 10.26 -1.61 5.88
C -9.241 7.216 3.295 -0.35 0.26 0.11
N 2.419 3.968 -2.571 7.88 -1.03 -6.38
C -3.068 -4.055 4.705 4.98 -6.90 0.15
H 7.583 6.916 -0.631 -0.10 -0.19 -0.05
H 7.311 6.385 -2.291 -0.04 -0.07 0.19
H 4.528 -1.747 1.597 -0.10 -0.19 -0.02
C -0.303 2.005 -3.243 1.14 0.00 -0.78
H -0.736 1.543 0.459 -1.28 0.21 -2.41
H 7.517 -6.854 4.432 0.11 -0.06 0.17
H 6.803 -2.816 1.562 -0.04 0.03 -0.15
C 3.348 3.829 -3.412 -5.87 1.20 5.65
H 5.875 -6.105 6.134 0.17 0.02 0.01
H -9.464 7.700 2.336 0.10 -0.17 0.09
H -0.531 6.440 -3.085 -1.53 -1.19 1.21
C -4.660 4.283 2.502 -0.39 -0.87 0.61
H 3.548 -11.530 3.225 0.11 0.10 -0.08
C -5.573 6.072 -0.660 -0.74 0.13 1.87
N 4.708 -5.888 -0.443 -1.85 7.25 6.53
H 4.395 4.456 -5.176 -0.14 0.04 0.28
H -0.353 -3.280 -2.320 0.11 -0.13 0.06
H -4.760 4.953 -4.329 1.07 0.69 0.23
H -0.672 5.477 -1.464 -1.28 0.68 -2.05
H -5.030 -8.019 -0.548 0.05 0.13 0.08
C 7.815 -6.812 5.487 -0.43 0.07 -0.06
C 4.276 -7.668 2.500 2.68 5.31 6.00
H -4.504 2.761 -4.389 1.36 0.72 -0.32
H 9.857 5.847 -0.666 -0.05 0.03 -0.15
H 0.770 4.097 -3.427 -2.64 -1.06 -0.54
H -7.564 6.212 4.244 0.10 0.19 -0.08
O -3.809 1.369 -1.354 4.78 -2.31 -0.32
C -3.942 -2.812 4.733 0.47 -0.95 -0.19
N -2.343 -5.087 4.681 -5.77 8.20 0.10
H -3.954 6.423 -4.452 0.26 -1.04 0.40
H -1.588 2.918 -0.518 0.16 -2.64 -0.48
H -8.937 9.108 4.338 -0.01 -0.15 0.02
H 9.621 -6.457 6.641 0.03 0.17 -0.18
H -3.824 4.749 1.827 -1.74 -0.69 1.25
C 9.566 -5.113 4.969 1.79 7.59 -3.43
H -3.019 -3.351 2.101 0.00 0.06 0.13
H -4.293 -6.001 -1.758 -0.08 0.16 0.06
H -5.784 -7.048 0.714 0.13 0.07 -0.07
H 3.396 2.215 -5.628 0.15 0.13 0.00
H -1.337 1.556 -3.560 1.94 0.80 0.81
H 7.012 -4.805 5.780 0.07 -0.12 0.06
C -0.439 -4.282 -1.888 -0.12 -0.01 0.06
H -4.117 3.547 3.267 -1.16 1.50 -1.74
H 2.783 -10.456 1.141 0.04 0.21 0.01
C -5.084 -5.905 -1.007 -0.12 -0.41 -0.05
H -6.295 6.925 -0.257 1.67 -1.70 -1.20
Cl -2.006 -0.926 -2.342 -0.04 1.27 0.65
H 0.152 -5.328 -3.667 0.14 -0.07 0.15
C 1.939 -4.948 -2.507 -0.05 0.91 -0.59
H -5.262 2.673 0.911 -1.11 1.58 0.98
H -6.424 2.763 2.394 1.25 1.66 -1.71
H 4.683 -8.868 0.767 -0.03 0.22 0.17
C -6.365 4.627 -0.425 -0.50 0.18 -1.30
H 7.740 4.535 0.129 -0.03 -0.13 -0.21
C 2.202 -3.587 -3.131 1.78 7.55 -3.40
H 6.539 -3.304 -0.125 -0.06 0.04 0.13
H 3.133 -3.791 1.571 0.13 -0.25 -0.07
H 0.525 1.424 -3.874 -1.83 1.18 1.38
H -4.586 6.151 -0.002 -2.05 -0.33 -1.48
H -4.006 -4.436 0.175 -0.25 0.02 0.07
C -1.260 5.780 -2.448 0.10 -0.83 0.21
H 0.721 0.808 -1.484 -1.42 2.04 -0.56
H 5.419 1.170 -3.573 -0.14 0.00 -0.07
H -7.395 4.640 -1.027 2.28 0.24 1.29
C 6.265 -2.571 0.640 0.13 0.06 0.01
S -2.516 0.567 -0.976 -6.59 0.67 5.81
H -7.633 6.013 2.483 0.20 0.16 0.10
C -5.793 3.428 1.630 0.86 -0.27 1.88
C 7.267 4.795 -0.824 0.20 -0.60 -0.87
H -6.042 -5.981 -1.536 0.18 0.13 0.04
H 6.615 -1.594 0.291 -0.02 -0.13 0.08
O -2.846 -0.162 0.385 2.26 2.21 -5.26
C 4.466 1.134 -4.112 0.12 -0.16 0.01
H -2.134 3.629 -2.505 0.89 1.74 -1.85
H 6.187 4.872 -0.657 0.13 -0.23 -0.08
O -6.719 4.368 0.979 1.99 -0.92 -1.86
H 3.117 -8.038 0.733 0.27 0.13 0.16
N 7.763 2.776 -2.671 -1.87 7.30 6.53
C 9.320 6.092 -1.589 0.12 0.07 -0.03
C -4.635 -2.636 3.381 -0.07 -0.18 -0.36
H -3.001 -1.599 2.392 -0.09 -0.17 -0.11
C 4.467 3.661 -4.426 -0.87 0.00 0.53
O -2.008 5.337 -5.635 -3.95 -0.90 -1.61
N 2.420 -2.458 -3.648 -1.83 -8.87 4.12
H -4.190 -2.315 1.287 0.11 0.13 0.18
H -2.689 6.826 -0.925 -0.21 -0.22 -2.48
H 2.256 -4.931 -1.459 0.09 0.12 -0.23
H -0.179 -4.223 -0.825 -0.07 0.03 -0.12
C -9.539 8.197 4.424 -0.11 0.08 0.07
H -5.220 5.089 3.170 1.32 -1.56 -1.66
C -6.091 -4.368 0.681 -6.17 1.21 5.69
H 5.145 2.196 -5.851 -0.11 0.20 0.12
H -0.179 3.510 -4.951 -0.34 0.27 2.44
C 3.139 -9.822 1.961 -0.08 -0.30 0.30
H 2.258 -9.524 2.543 0.11 0.03 -0.18
H -2.682 7.534 -2.769 -0.22 -1.48 1.76
C -2.666 4.709 -4.442 1.18 -2.84 -0.39
H 5.432 3.761 -3.917 -0.20 -0.02 0.12
H -4.689 -2.916 5.527 0.25 -0.13 -0.03
H 4.257 -2.278 -0.063 -0.04 -0.06 0.16
H 9.899 -7.230 5.070 0.05 0.28 0.02
N 4.657 -6.911 3.433 -3.03 -5.98 -7.35
C 0.451 -5.286 -2.613 -0.40 0.07 -0.07
H 4.409 0.178 -4.641 0.01 0.14 0.12
H -4.019 -7.027 0.520 -0.14 -0.03 -0.03
C -1.167 1.815 -0.620 2.75 0.96 0.51
C -7.792 6.723 3.302 0.45 0.95 -0.29
C -3.651 -2.466 2.228 -0.03 0.06 0.00
C 3.817 -8.582 1.375 0.10 0.48 0.94
N -7.020 -4.229 1.522 7.36 -1.15 -6.75
H -5.275 -3.503 3.175 0.08 0.25 0.20
H -9.912 6.355 3.385 0.20 0.01 -0.09
H -5.043 -3.741 -1.083 -0.10 0.03 0.26
N 9.784 -3.984 4.451 -1.81 -8.98 4.09
C 9.303 -6.474 5.593 0.00 0.91 -0.58
H 0.793 2.713 -1.368 -1.49 -2.07 -0.51
H -3.321 -1.940 4.964 0.07 -0.24 0.02
C 6.925 -5.807 6.212 -0.17 0.00 0.07
C 4.354 2.292 -5.099 -0.09 -0.51 -0.02
C 4.484 -4.972 0.395 1.39 -6.32 -5.33
N -6.065 8.880 2.989 -6.20 -7.75 1.04
C 4.759 -2.540 0.877 0.25 0.27 -0.26
C -0.236 3.571 -3.764 -0.37 -0.58 -0.77
N -3.895 5.468 -3.996 -1.97 1.23 -0.07
H -9.340 7.743 5.401 -0.03 0.09 -0.12
C -2.675 6.589 -2.072 0.31 -0.63 -1.01
C 4.213 -3.868 1.404 0.24 -0.56 -0.84
H 4.396 -10.068 3.726 -0.01 -0.02 -0.15
H 0.279 -6.283 -2.190 0.17 0.10 -0.09
H -5.727 3.770 -0.914 -1.13 1.36 1.21
C -1.583 4.372 -3.260 0.04 0.94 0.85
C -6.848 7.902 3.131 5.51 6.34 -0.93
H 7.643 -7.808 5.909 0.16 0.08 -0.09
C 4.066 -10.640 2.853 0.02 -0.13 0.07
H 9.669 7.069 -1.937 -0.03 -0.14 0.10
C -4.971 -4.536 -0.333 -0.92 -0.10 0.55
H -1.490 -4.579 -1.966 0.10 0.02 0.07
S -3.305 3.028 -5.087 -0.43 0.16 0.48
H 4.686 -4.128 2.358 -0.05 -0.21 -0.21
```
Positions in Å, forces in eV/Å.



Among the records above, which one has the lowest calculated total energy? C50H89BrOPReSeSi3